No. 1
Molecular formula: C4H12
Method: DFT, ωB97M-V with the def2-TZVPD basis set

Properties
maximum force = 3.47 eV/Å
HOMO = -10.83 eV
ΔE to the lowest compared entry with this formula, charge and spin = 83.64 kJ/mol
spin multiplicity = 1
orbital gap = 12.0 eV

Geometry as XYZ:
```
16
Properties=species:S:1:pos:R:3:nbo_charge:R:1
C 2.22184 0.50256 0.05031 -0.630
C 2.91990 -0.84474 -0.25579 -0.383
C 2.94495 -1.22411 -1.79210 -0.624
H 1.23207 0.31951 0.46245 0.215
H 2.76283 0.71487 0.98862 0.207
H 2.43340 1.28025 -0.66433 0.216
H 3.98234 -0.81074 0.04005 0.186
H 2.49452 -1.69903 0.27815 0.201
H 3.90850 -1.71801 -1.92057 0.204
H 2.73448 -0.51446 -2.60159 0.209
H 2.18428 -1.98559 -1.94246 0.200
C -5.92350 1.18659 1.48705 -0.863
H -5.00607 1.21789 0.89880 0.220
H -6.20821 0.31350 2.06530 0.217
H -6.03492 1.97155 2.23407 0.214
H -6.64639 1.28997 0.67205 0.212
```



No. 2
Molecular formula: C8H23NO9S3
Method: DFT, ωB97M-V with the def2-TZVPD basis set

Properties
maximum force = 6.06 eV/Å
HOMO = -9.76 eV
spin multiplicity = 1
orbital gap = 10.1 eV

Geometry as XYZ:
```
44
Properties=species:S:1:pos:R:3:nbo_charge:R:1
N 2.43294 -1.73185 -0.60794 -0.864
C 2.75010 -0.25692 -0.71895 -0.254
C 1.65544 0.63070 -1.55642 -0.120
O 0.38564 -0.05249 -1.84676 -0.711
S -0.57845 -0.25540 -0.45457 1.638
O -1.12529 1.12170 0.07559 -0.882
O -1.96151 -1.13744 -1.03261 -0.871
H 3.38346 -2.21054 -0.63453 0.362
H 1.93999 -2.11020 -1.44677 0.364
H 3.83037 -0.19028 -1.22276 0.184
H 2.87140 0.28171 0.33933 0.205
H 1.41343 1.60651 -0.92236 0.214
H 2.16988 0.95716 -2.56120 0.220
H -1.92819 -2.07568 -0.63401 0.522
O 0.49123 -3.54329 2.38986 -0.909
S -0.04119 -4.46652 1.41246 2.351
O -1.18207 -4.13356 0.58356 -0.954
O -0.31950 -5.90114 2.13414 -0.710
C -1.17641 -5.93489 3.26767 -0.079
C -2.63171 -5.75717 2.87386 -0.642
C 1.27497 -4.98989 0.34471 -0.879
H -0.87089 -5.18491 4.00446 0.196
H -1.05223 -6.91742 3.73720 0.197
H -2.80998 -4.76147 2.45729 0.225
H -3.28777 -5.87855 3.73997 0.219
H -2.91508 -6.48364 2.10565 0.216
H 2.13545 -5.27859 0.95152 0.255
H 1.53583 -4.14663 -0.29942 0.260
H 0.92670 -5.82593 -0.26469 0.252
O 1.45616 5.87457 -0.24707 -0.929
S 0.14877 6.43156 -0.51475 2.348
O -0.86630 6.53651 0.51393 -0.920
O -0.49395 5.67835 -1.80934 -0.716
C -0.62944 4.26391 -1.77266 -0.074
C -1.76152 3.83427 -0.85704 -0.654
C 0.34981 8.03385 -1.24858 -0.879
H 0.31548 3.79347 -1.48203 0.184
H -0.85302 3.93436 -2.79377 0.192
H -1.54660 4.09030 0.18459 0.224
H -1.91669 2.75331 -0.90945 0.254
H -2.69187 4.34297 -1.12883 0.205
H 1.08734 7.97051 -2.05110 0.249
H 0.70054 8.71483 -0.46929 0.255
H -0.61528 8.37386 -1.62889 0.254
```



No. 3
Molecular formula: C3H10NO2PSi
Method: DFT, ωB97M-V with the def2-TZVPD basis set

Properties
maximum force = 4.64 eV/Å
HOMO = -8.39 eV
spin multiplicity = 1
orbital gap = 7.8 eV

Geometry as XYZ:
```
18
Properties=species:S:1:pos:R:3:nbo_charge:R:1
C -1.17899 0.91984 1.95191 -0.635
C -0.83993 1.13489 0.34710 -0.693
P 0.78327 0.26788 -0.16279 0.266
C 1.56865 1.23781 -1.63053 -0.911
Si 0.32940 -1.72281 -1.00245 1.042
O 0.94953 -2.90741 0.14359 -0.659
N 0.51515 -2.46641 1.34809 0.389
O -0.72580 -2.53563 1.40989 -0.314
H -0.16842 0.83998 2.53870 0.224
H -1.84866 1.83128 2.26967 0.221
H -1.73875 -0.11035 2.09797 0.227
H -1.71545 0.62698 -0.27481 0.224
H -0.87578 2.28771 0.12955 0.241
H 0.77316 2.06379 -1.93058 0.237
H 1.80304 0.54777 -2.55203 0.239
H 2.56886 1.71539 -1.19161 0.247
H 0.90977 -1.80345 -2.33956 -0.167
H -1.10905 -1.92727 -1.15210 -0.178
```



No. 4
Molecular formula: C16H27N3O2S2
Method: DFT, ωB97M-V with the def2-TZVPD basis set

Properties
maximum force = 2.01 eV/Å
HOMO = -8.30 eV
ΔE to the lowest compared entry with this formula, charge and spin = 82.34 kJ/mol
spin multiplicity = 1
orbital gap = 8.9 eV

Geometry as XYZ:
```
50
Properties=species:S:1:pos:R:3:nbo_charge:R:1
C 14.88233 -12.57214 10.28171 -0.833
S 13.76160 -13.59060 9.28654 1.248
O 14.54645 -14.69162 8.71463 -0.967
C 12.85685 -14.35439 10.66029 -0.849
H 14.29621 -11.90313 10.90073 0.221
H 15.45052 -11.97716 9.56372 0.228
H 15.52488 -13.22561 10.86479 0.237
H 11.80755 -14.43966 10.36555 0.221
H 12.90976 -13.80249 11.59727 0.232
H 13.28914 -15.34803 10.74240 0.256
C 12.58967 -18.78647 10.89598 -0.853
S 12.65996 -18.62054 9.12393 1.266
O 13.41444 -17.40265 8.79787 -0.970
C 10.92746 -18.11865 8.97747 -0.826
H 13.58044 -18.87473 11.33021 0.245
H 12.00688 -19.67832 11.14148 0.228
H 12.09628 -17.92834 11.36815 0.223
H 10.27357 -18.73818 9.57499 0.222
H 10.70286 -18.13467 7.92129 0.234
H 10.97072 -17.08683 9.32954 0.233
N 15.32086 -14.51080 19.19568 -0.507
C 14.11990 -14.98377 18.80694 -0.086
C 13.99303 -16.20596 19.35692 -0.319
C 15.12438 -16.43498 20.21482 -0.299
C 15.94747 -15.39034 20.07365 -0.078
H 15.66404 -13.59336 19.02779 0.409
H 13.46132 -14.36956 18.21400 0.224
H 13.14167 -16.85171 19.26798 0.222
H 15.24984 -17.28123 20.86876 0.225
H 16.85609 -15.07582 20.55595 0.215
N 14.16683 -16.41814 15.92524 -0.509
C 12.83894 -16.17764 15.78832 -0.083
C 12.50919 -16.35590 14.47307 -0.312
C 13.71487 -16.71217 13.79685 -0.319
C 14.72248 -16.71734 14.72321 -0.066
H 14.61212 -16.37922 16.82499 0.429
H 12.23505 -15.89574 16.62771 0.209
H 11.51232 -16.34854 14.06377 0.218
H 13.87777 -16.82957 12.73788 0.220
H 15.77040 -16.93200 14.65625 0.212
N 15.27498 -11.19774 14.11786 -0.506
C 14.04453 -11.66104 14.46680 -0.088
C 14.15372 -12.98379 14.63616 -0.314
C 15.52398 -13.32826 14.42381 -0.299
C 16.17378 -12.20294 14.07054 -0.080
H 15.44613 -10.24755 13.89400 0.404
H 13.19182 -11.00998 14.53297 0.210
H 13.36718 -13.69382 14.83035 0.235
H 15.98526 -14.29240 14.43152 0.222
H 17.17756 -12.03321 13.71953 0.212
```



No. 5
Molecular formula: C4H3AlO6
Method: DFT, ωB97M-V with the def2-TZVPD basis set

Properties
maximum force = 6.41 eV/Å
HOMO (alpha / beta) = -11.47 / -13.20 eV
ΔE to the lowest compared entry with this formula, charge and spin = 197.43 kJ/mol
spin multiplicity = 2
orbital gap (alpha / beta) = 6.3 / 5.6 eV
charge = +1

Geometry as XYZ:
```
14
Properties=species:S:1:pos:R:3:nbo_charge:R:1
O 0.61950 -0.22402 -1.10435 -0.393
C -0.38505 -0.11549 -0.37488 0.443
O -1.92420 1.49462 0.65373 -0.401
C -1.66004 1.30789 1.91734 0.932
C -0.84293 1.34678 -0.28448 -0.222
O -0.47343 1.18284 2.35643 -0.818
O -2.62867 1.27094 2.74024 -0.722
H -0.01914 2.02037 -0.00584 0.246
H -1.26286 1.66626 -1.24853 0.273
Al -1.23243 0.97312 3.80183 1.625
O 2.95815 -2.09124 -2.47066 -0.689
C 1.87950 -2.41725 -1.76914 0.752
O 1.51407 -3.52653 -1.49362 -0.527
H 3.45752 -2.88828 -2.71808 0.500
```



No. 6
Molecular formula: C4H9N2
Method: DFT, ωB97M-V with the def2-TZVPD basis set

Properties
maximum force = 4.18 eV/Å
HOMO = -13.75 eV
ΔE to the lowest compared entry with this formula, charge and spin = 591.08 kJ/mol
spin multiplicity = 1
orbital gap = 7.3 eV
charge = +1

Geometry as XYZ:
```
15
Properties=species:S:1:pos:R:3:nbo_charge:R:1
C 0.78326 -1.21084 -0.17397 -0.445
C 1.69884 -0.38372 0.78667 -0.199
C 0.90041 1.38608 -0.46448 -0.275
C 0.20776 0.15045 -0.13356 0.485
N 0.92786 0.80933 0.86682 -0.251
N -2.97313 0.06536 0.11054 -1.092
H 1.17958 -1.56636 -1.17467 0.286
H 0.34423 -1.99183 0.39989 0.299
H 1.90577 -0.88384 1.77827 0.279
H 2.54413 -0.15852 0.07969 0.244
H 1.77374 1.26062 -1.14823 0.238
H 0.38147 2.41416 -0.45069 0.305
H -3.63384 -0.70965 0.32579 0.389
H -2.45866 -0.09055 -0.79294 0.353
H -3.58141 0.90930 -0.00915 0.384
```



no.,electronic energy (eV)
1,-4341.6614
2,-61088.3309
3,-26020.3676
4,-47262.7223
5,-23066.9937
6,-7262.0156